[1]
39
Properties=species:S:1:pos:R:3:forces:R:3 method="wB97M-V/def2-TZVPD" total_energy_ha=-993.5897 lumo_ev=-0.44 homo_energy_ev=-10.22 homo_lumo_gap_ev=9.78 de_lowest_ev=4.995 fmax_ev_per_a=5.1
H -0.3824 -0.4944 0.3648 2.32 0.28 -1.10
H 1.0176 0.1922 -0.1340 -0.63 -0.01 0.46
H 2.2350 -3.2007 0.8310 -0.90 0.33 0.08
H 3.3495 -3.9204 0.1261 0.00 1.08 0.96
H 0.0055 -1.0849 -2.9868 0.34 0.23 0.58
H -0.9802 -1.9445 -3.7421 1.57 -0.30 0.79
H -1.5003 0.8700 -2.6610 0.76 0.84 -0.25
H -2.4900 0.2942 -1.7717 1.49 1.66 1.04
H -1.7075 -3.8013 -2.1303 -0.99 -0.87 -3.66
H -2.2862 -3.0193 -0.9138 0.78 -0.80 -0.92
H -2.0703 -2.6391 2.4905 -1.27 -2.27 1.21
H -1.6011 -4.0380 2.5374 -0.12 -0.66 0.17
H -3.1821 1.0420 0.1380 0.47 1.51 0.25
H -3.3168 -0.3836 0.3320 -0.30 -0.49 -0.09
H -2.8708 3.9423 -2.3052 0.02 1.70 0.04
H -2.5504 2.6560 -1.5664 0.40 -0.42 0.04
H -0.6070 -1.1265 2.7846 0.06 -0.37 0.48
H -0.9566 0.2539 2.1900 1.81 -1.02 0.50
H 0.2621 4.7617 0.4082 0.88 3.08 -1.62
H -0.9149 3.8720 0.6805 0.49 0.07 0.06
H -1.6248 1.3974 3.9916 -0.18 -0.59 1.61
H -0.5903 2.4735 3.4392 -2.09 -1.76 -0.48
H 6.2439 -0.7110 -1.6373 -0.27 -0.58 1.13
H 5.2666 -0.9827 -0.4636 -0.81 0.17 0.23
H 5.3733 3.9806 -0.2573 0.59 0.33 0.49
H 4.6574 2.7738 -0.1378 -1.24 -1.50 -0.32
O 0.4280 -0.5649 -0.2255 -1.01 -0.49 -0.34
O 3.1826 -3.2084 0.7991 0.91 -1.28 -1.11
O -0.1191 -2.0026 -3.2309 -1.79 0.13 -1.52
O -1.7194 0.9637 -1.7300 -1.25 -2.64 -1.05
O -1.5390 -3.5404 -1.2867 0.08 1.48 4.86
O -2.3556 -3.5511 2.8918 1.39 2.92 -1.49
O -3.5739 0.3040 -0.2894 -1.04 -1.46 0.55
O -2.9522 3.0146 -2.3532 -0.76 -0.54 -0.58
O -0.2248 -0.4551 2.2234 -2.08 1.41 0.07
O 0.0386 3.9867 0.8186 -1.37 -3.19 1.64
O -1.3914 1.8675 3.2206 2.04 2.52 -1.21
O 6.1278 -1.2029 -0.7895 1.07 0.34 -1.34
O 5.3193 3.2256 0.3454 0.64 1.18 -0.17

---

[2]
39
Properties=species:S:1:pos:R:3:forces:R:3 method="wB97M-V/def2-TZVPD" total_energy_ha=-993.6248 lumo_ev=-0.04 homo_energy_ev=-9.77 homo_lumo_gap_ev=9.73 de_lowest_ev=4.038 fmax_ev_per_a=1.5
H -0.1805 -0.2690 -0.0287 0.08 -0.04 0.21
H 0.7895 0.4866 -0.9222 0.06 -0.01 -0.05
H -2.6887 3.5793 -0.3615 -0.01 -0.13 -0.01
H -1.8201 2.3772 -0.0293 -0.08 0.02 0.04
H -1.2041 0.2151 3.9359 0.08 -0.01 -0.15
H -2.6654 0.1528 3.5227 0.01 0.23 -0.10
H -0.5529 -0.9643 -4.7701 0.15 0.00 -0.02
H -0.6767 -2.4635 -4.5531 -0.07 0.15 0.01
H -3.2249 -2.9373 -0.8300 -0.03 0.01 0.03
H -3.2381 -2.4793 0.6192 0.01 -0.05 -0.18
H 3.4749 1.8704 0.8364 -0.04 -0.12 0.01
H 2.3521 0.9330 0.4233 -0.06 0.27 0.47
H -0.0945 -4.3349 -3.3660 0.14 -0.12 0.18
H 0.7164 -3.0493 -3.3707 0.14 0.21 0.11
H 3.4927 3.3158 -2.0106 -0.01 -0.12 0.15
H 2.9299 2.1057 -2.7380 0.10 -0.06 0.01
H -5.3633 1.5984 1.4012 0.07 0.01 -0.04
H -4.4125 0.4191 1.2784 0.01 0.07 -0.17
H 1.5807 4.1846 2.2111 -0.07 0.01 -0.02
H 0.4235 3.2003 2.1631 0.06 -0.05 0.00
H 3.3139 -0.9441 0.9700 0.02 0.02 0.16
H 4.6767 -1.0496 1.6345 0.00 0.06 -0.06
H -1.6777 -2.5757 4.0859 0.06 -0.04 -0.11
H -2.4858 -2.5921 2.7988 0.13 -0.01 0.12
H 3.1093 0.1998 -1.1328 0.36 0.18 -0.18
H 2.5104 -1.1919 -1.0129 -0.17 0.05 -0.24
O 0.7341 0.0319 -0.0742 -0.60 -0.29 -0.18
O -2.5856 2.6403 -0.5526 0.29 0.19 -0.19
O -1.7806 0.2944 3.1676 -0.11 0.01 0.18
O -0.0442 -1.7821 -4.8073 -0.19 0.13 -0.25
O -3.8219 -2.6592 -0.1263 0.10 0.06 0.12
O 2.5164 1.8262 0.7461 0.79 -0.59 -0.65
O 0.1806 -3.6078 -2.7962 -0.20 -0.33 -0.01
O 3.6433 2.3737 -2.1480 -0.05 0.07 -0.23
O -4.4297 1.3826 1.2980 -0.25 -0.20 0.35
O 1.1787 3.5110 1.6511 -0.80 1.11 0.57
O 4.0018 -0.4094 1.3821 0.21 -0.35 0.12
O -1.6100 -2.7906 3.1488 -0.17 -0.15 0.05
O 2.9325 -0.5980 -1.6438 0.05 -0.16 -0.07